1.
Below is a structure of composition C36H43BiN9O6PS, with properties calculated with ωB97M-V/def2-TZVPD.

The net charge is +2. For the total energy, the calculation gives -89673.5977 eV. The value obtained for the molecular weight is 969.82 g mol⁻¹. The value obtained for the maximum force is 0.0129 Eh/bohr. Its HOMO-LUMO gap (spin up / spin down) is 6.70 / 7.20 eV. The calculation puts the HOMO energy (spin up / spin down) at -12.8 / -12.8 eV.

Last column: Löwdin charge in e.
Element x y z (Å)
Bi (-0.3309, -0.3792, -0.8071)  1.831
N (1.2022, 0.9664, 3.2364)  0.135
C (0.2444, 1.8984, 3.5498)  -0.338
C (-0.2986, 1.9084, 4.8454)  -0.020
C (-1.2375, 2.8406, 5.2217)  -0.048
C (-1.6931, 3.8071, 4.3212)  -0.067
C (-1.2082, 3.7909, 3.0363)  -0.080
C (-0.2547, 2.8366, 2.6294)  -0.281
P (0.2495, 2.9468, 0.9312)  1.063
C (1.6587, 4.0150, 0.7297)  -0.297
C (2.2230, 4.6079, 1.8564)  -0.047
C (3.3224, 5.4419, 1.7171)  -0.043
C (3.8514, 5.6828, 0.4590)  -0.038
C (3.2949, 5.0817, -0.6658)  -0.062
C (2.2065, 4.2394, -0.5358)  -0.092
C (-1.1484, 3.4960, -0.0386)  -0.310
C (-2.3571, 2.8092, 0.1125)  -0.104
C (-3.4673, 3.2102, -0.6092)  -0.049
C (-3.3865, 4.3070, -1.4602)  -0.039
C (-2.1960, 5.0062, -1.5860)  -0.042
C (-1.0748, 4.6075, -0.8731)  -0.053
H (1.6149, 0.4714, 4.0092)  0.114
H (1.8334, 1.1278, 2.4701)  0.062
H (0.0563, 1.1756, 5.5603)  0.122
H (-1.6174, 2.8276, 6.2350)  0.119
H (-2.4199, 4.5469, 4.6245)  0.113
H (-1.5742, 4.5146, 2.3183)  0.115
H (1.7981, 4.4319, 2.8368)  0.113
H (3.7580, 5.9072, 2.5906)  0.119
H (4.7020, 6.3425, 0.3497)  0.120
H (3.7151, 5.2769, -1.6439)  0.103
H (1.7872, 3.7539, -1.4105)  0.106
H (-2.4308, 1.9806, 0.8048)  0.060
H (-4.4027, 2.6768, -0.5004)  0.120
H (-4.2579, 4.6213, -2.0197)  0.123
H (-2.1379, 5.8680, -2.2367)  0.122
H (-0.1569, 5.1720, -0.9608)  0.105
N (-2.2494, -2.5180, -0.3697)  -0.028
N (-3.2804, -2.0727, 0.4610)  -0.051
C (-3.0914, -1.1009, 1.3527)  -0.797
N (-4.1586, -0.6866, 2.0378)  0.131
S (-1.5666, -0.4204, 1.7298)  0.637
H (-2.5322, -2.4183, -1.3419)  0.068
H (-2.0388, -3.4916, -0.1727)  0.115
H (-4.2117, -2.4382, 0.3098)  0.169
H (-5.0611, -1.1291, 1.9598)  0.127
H (-4.0234, -0.0163, 2.7764)  0.109
C (3.3536, -3.8507, -0.1727)  0.009
C (2.1611, -3.0782, -0.6377)  -0.266
N (1.8515, -1.9046, -0.2213)  -0.069
O (2.7184, -1.3723, 0.7169)  -0.046
C (1.2920, -3.6829, -1.6679)  -0.245
C (1.6151, -5.0082, -2.2977)  0.008
N (0.2505, -3.0304, -2.0327)  -0.090
O (-0.6382, -3.2505, -2.8519)  0.060
H (3.9017, -3.3047, 0.5841)  0.081
H (4.0165, -4.0581, -1.0144)  0.101
H (3.0415, -4.8128, 0.2365)  0.102
H (2.5869, -0.4101, 0.6139)  0.028
H (1.6216, -5.8027, -1.5506)  0.098
H (2.6011, -4.9827, -2.7624)  0.098
H (0.8786, -5.2473, -3.0597)  0.087
O (1.9953, 1.1878, 0.3645)  -0.232
N (0.7069, 1.3758, 0.3597)  -0.416
N (1.4709, -0.0622, -2.5667)  0.090
C (2.2831, 0.6161, -3.0454)  -0.229
N (3.1923, 1.3698, -3.5814)  -0.071
C (4.6170, 1.2110, -3.2377)  -0.116
C (5.2434, 2.5816, -3.0345)  -0.168
C (4.9883, 3.4807, -4.2429)  -0.186
C (3.4939, 3.6029, -4.5342)  -0.170
C (2.8694, 2.2317, -4.7354)  -0.113
H (5.1118, 0.6770, -4.0547)  0.136
H (4.6831, 0.5994, -2.3393)  0.129
H (6.3135, 2.4603, -2.8635)  0.124
H (4.8191, 3.0310, -2.1318)  0.101
H (5.4945, 3.0644, -5.1197)  0.122
H (5.4228, 4.4671, -4.0779)  0.117
H (3.3192, 4.2082, -5.4239)  0.124
H (2.9864, 4.1013, -3.7018)  0.098
H (3.2658, 1.7585, -5.6386)  0.137
H (1.7856, 2.2856, -4.8296)  0.127
O (-1.4541, 2.9851, -4.1718)  0.072
C (-2.6651, 2.4163, -4.3057)  -0.258
C (-3.5333, 2.9657, -5.2486)  0.005
C (-4.7882, 2.4263, -5.4323)  -0.044
C (-5.2169, 1.3242, -4.6870)  -0.066
C (-4.3678, 0.7758, -3.7573)  -0.013
C (-3.0881, 1.3110, -3.5432)  -0.087
C (-2.2273, 0.7021, -2.5363)  -0.576
O (-1.0662, 1.2192, -2.2862)  -0.226
O (-2.5556, -0.3280, -1.8867)  -0.141
H (-0.9858, 2.5223, -3.4514)  0.069
H (-3.1927, 3.8133, -5.8281)  0.127
H (-5.4481, 2.8633, -6.1706)  0.118
H (-6.2007, 0.9070, -4.8479)  0.110
H (-4.6673, -0.0808, -3.1691)  0.117



2.
Below is a cluster of 5 separate species, C36H43BrN5O9 in total, with properties calculated with ωB97M-V/def2-TZVPD.

Its expectation value of S² is 0.754. For the total energy, the calculation gives -133937.9042 eV. The multiplicity is 2. The value obtained for the molecular weight is 769.67 g mol⁻¹. The value obtained for the maximum force is 0.0164 Eh/bohr. Its HOMO-LUMO gap (spin up / spin down) is 7.20 / 8.50 eV. The calculation puts the HOMO energy (spin up / spin down) at -8.0 / -9.3 eV.

Last column: Mulliken spin population.
Element x y z (Å)
C (-0.9741, 3.5609, 3.9604)  0.009
C (-2.1166, 2.6882, 4.5184)  -0.004
Br (-3.8656, 3.2639, 3.8493)  0.001
C (-1.8968, 1.1736, 4.3648)  0.005
C (-2.3646, 0.5052, 3.0663)  -0.002
C (-1.8921, 1.2007, 1.7710)  0.021
C (-0.6274, 0.5790, 1.1126)  -0.018
C (0.2596, 1.7054, 0.5453)  0.006
C (-1.0167, -0.3442, -0.0582)  0.045
N (0.1705, -0.1357, 2.1407)  0.408
O (0.8660, 0.6390, 2.8817)  0.503
C (-0.4900, -1.2827, 2.8372)  -0.013
C (-0.2759, -2.5852, 2.0314)  0.046
C (0.2137, -1.5046, 4.1831)  0.001
C (-1.9927, -0.9836, 3.0041)  0.024
H (-1.2529, 4.0606, 3.0286)  -0.001
H (-0.1263, 2.9143, 3.7107)  0.000
H (-0.6592, 4.3076, 4.6921)  0.000
H (-2.1809, 2.8840, 5.5895)  0.000
H (-0.8324, 1.0100, 4.5317)  -0.006
H (-2.4280, 0.6839, 5.1910)  0.001
H (-3.4587, 0.5388, 3.0579)  0.001
H (-2.7072, 1.1279, 1.0409)  0.002
H (-1.7230, 2.2647, 1.9236)  -0.005
H (0.3619, 2.5199, 1.2645)  0.001
H (-0.2102, 2.1011, -0.3563)  0.000
H (1.2592, 1.3308, 0.3138)  -0.003
H (-0.1741, -0.9747, -0.3479)  -0.015
H (-1.8725, -0.9819, 0.1783)  0.002
H (-1.3136, 0.2690, -0.9114)  0.000
H (-0.3827, -3.4277, 2.7108)  0.004
H (-0.9576, -2.6644, 1.1857)  -0.002
H (0.7586, -2.5620, 1.6753)  -0.022
H (0.0537, -0.6957, 4.8910)  0.005
H (1.2835, -1.6423, 4.0192)  0.003
H (-0.1767, -2.4220, 4.6305)  -0.001
H (-2.5286, -1.4022, 2.1436)  0.001
H (-2.3638, -1.5281, 3.8790)  0.004
C (3.7531, -6.7837, -1.6832)  0.000
C (4.4419, -5.7922, -0.9928)  0.000
C (3.9258, -5.2759, 0.1869)  0.000
C (2.7199, -5.7678, 0.6491)  0.000
C (2.0185, -6.7525, -0.0227)  0.000
C (2.5440, -7.2607, -1.1975)  0.000
N (2.1535, -5.2241, 1.8908)  0.000
O (2.7585, -4.3360, 2.4509)  0.000
O (1.1104, -5.6966, 2.2899)  0.000
H (4.1470, -7.1727, -2.6117)  0.000
H (5.3782, -5.4127, -1.3777)  0.000
H (4.4465, -4.5006, 0.7291)  0.000
H (1.0753, -7.1098, 0.3624)  0.000
H (2.0022, -8.0194, -1.7443)  0.000
C (-0.8069, 1.7528, -6.4905)  0.000
C (-1.7257, 1.1156, -5.6661)  0.000
C (-1.2977, 0.1724, -4.7445)  0.000
C (0.0531, -0.1152, -4.6682)  0.000
C (0.9846, 0.5027, -5.4820)  0.000
C (0.5447, 1.4449, -6.4003)  0.000
N (0.5170, -1.0910, -3.6678)  0.000
O (-0.3205, -1.6056, -2.9595)  0.000
O (1.7085, -1.2894, -3.5851)  0.000
H (-1.1447, 2.4931, -7.2035)  0.000
H (-2.7774, 1.3570, -5.7358)  0.000
H (-2.0003, -0.3259, -4.0933)  0.000
H (2.0330, 0.2596, -5.3946)  0.000
H (1.2594, 1.9419, -7.0415)  0.000
C (0.3037, 7.5881, 3.3176)  0.000
C (-1.0566, 7.5146, 3.5877)  0.000
C (-1.6816, 8.5311, 4.2920)  0.000
C (-0.9247, 9.6099, 4.7104)  0.000
C (0.4310, 9.7026, 4.4542)  0.000
C (1.0458, 8.6787, 3.7518)  0.000
N (-1.5848, 10.6993, 5.4488)  0.000
O (-2.7695, 10.5864, 5.6781)  0.000
O (-0.9046, 11.6462, 5.7812)  0.000
H (0.7871, 6.7918, 2.7665)  0.000
H (-1.6295, 6.6610, 3.2514)  0.000
H (-2.7378, 8.4855, 4.5109)  0.000
H (0.9949, 10.5570, 4.7969)  0.000
H (2.1054, 8.7331, 3.5428)  0.000
C (-0.3623, -3.2198, -7.1179)  0.000
C (-1.1618, -3.9265, -6.2289)  0.000
C (-0.6023, -4.8909, -5.4081)  0.000
C (0.7576, -5.1269, -5.4957)  0.000
C (1.5726, -4.4341, -6.3722)  0.000
C (1.0013, -3.4738, -7.1906)  0.000
N (1.3576, -6.1403, -4.6192)  0.000
O (0.6187, -6.7542, -3.8760)  0.000
O (2.5583, -6.3122, -4.6838)  0.000
H (-0.8045, -2.4668, -7.7572)  0.000
H (-2.2232, -3.7267, -6.1750)  0.000
H (-1.2103, -5.4482, -4.7119)  0.000
H (2.6310, -4.6416, -6.4151)  0.000
H (1.6209, -2.9234, -7.8852)  0.000



Question: Look up the molecular weight of the second one.
Answer: 769.67 g mol⁻¹



Question: maximum force of number 2 (C36H43BrN5O9)?
Answer: 0.0164 Eh/bohr